(1)
DFT (wB97M-V/def2-TZVPD) results for C30H30GeNOTc as an isolated structure.

Computed properties:
HOMO = -14.07 eV
Net charge = +2

Each line ends with the natural charge from an NBO analysis.
Atoms and positions in Å:
Tc1 1.761 -0.091 -1.600  0.53
C1 1.311 -1.297 -3.833  -0.49
N1 0.288 -0.953 -2.815  -0.38
C2 -0.354 -2.193 -2.315  -0.43
C3 -0.739 -0.033 -3.390  -0.24
C4 -0.453 1.377 -2.966  -0.14
C5 -1.238 2.430 -3.425  -0.18
C6 -1.045 3.710 -2.937  -0.18
C7 -0.090 3.935 -1.953  -0.18
C8 0.698 2.889 -1.500  -0.29
C9 0.549 1.612 -2.027  0.01
H1 0.872 -1.853 -4.665  0.28
H2 2.088 -1.948 -3.407  0.23
H3 1.757 -0.390 -4.258  0.24
H4 -0.882 -2.692 -3.130  0.23
H5 -1.055 -1.936 -1.526  0.24
H6 0.387 -2.881 -1.904  0.23
H7 -1.717 -0.329 -3.010  0.24
H8 -0.764 -0.133 -4.477  0.23
H9 -2.015 2.236 -4.155  0.23
H10 -1.649 4.525 -3.310  0.24
H11 0.036 4.927 -1.540  0.24
H12 1.409 3.067 -0.702  0.21
C10 3.840 2.575 -1.701  -0.76
C11 3.304 1.231 -1.528  0.64
O1 3.801 0.132 -1.405  -0.41
H13 4.887 2.544 -2.004  0.29
H14 3.771 3.108 -0.747  0.30
H15 3.232 3.128 -2.415  0.30
C12 1.104 0.018 0.095  0.01
Ge1 -0.065 -0.331 1.619  1.51
C13 0.308 -0.211 3.540  -0.45
C14 -0.660 -0.856 4.306  -0.15
C15 -0.534 -0.880 5.685  -0.21
C16 0.553 -0.265 6.292  -0.17
C17 1.513 0.375 5.523  -0.19
C18 1.396 0.407 4.140  -0.20
C19 0.092 -2.246 1.099  -0.33
C20 1.382 -2.778 1.017  -0.28
C21 1.561 -4.139 0.804  -0.19
C22 0.457 -4.971 0.679  -0.19
C23 -0.826 -4.447 0.771  -0.19
C24 -1.011 -3.085 0.973  -0.25
C25 -1.600 0.730 1.010  -0.35
C26 -1.629 2.054 1.444  -0.24
C27 -2.696 2.870 1.101  -0.18
C28 -3.737 2.364 0.335  -0.18
C29 -3.712 1.043 -0.093  -0.19
C30 -2.640 0.226 0.235  -0.26
H16 -1.510 -1.338 3.835  0.21
H17 -1.285 -1.378 6.283  0.24
H18 0.652 -0.287 7.369  0.24
H19 2.358 0.856 5.998  0.23
H20 2.149 0.910 3.547  0.21
H21 2.246 -2.135 1.160  0.22
H22 2.561 -4.550 0.755  0.24
H23 0.595 -6.034 0.531  0.24
H24 -1.689 -5.098 0.705  0.24
H25 -2.017 -2.687 1.051  0.22
H26 -0.831 2.441 2.068  0.22
H27 -2.726 3.895 1.449  0.23
H28 -4.578 2.995 0.079  0.24
H29 -4.539 0.643 -0.665  0.23
H30 -2.630 -0.808 -0.095  0.20

---

(2)
DFT (wB97M-V/def2-TZVPD) results for C28H74BF4N8O16PZn as an isolated structure.

Computed properties:
HOMO = 1.20 eV
Net charge = -2

Each line ends with the Löwdin charge.
Atoms and positions in Å:
Zn1 1.764 -1.837 -2.938  0.54
B1 -0.953 -0.933 -1.230  -1.45
F1 -0.586 -1.644 -0.091  0.15
F2 -2.106 -1.365 -1.679  0.20
F3 -0.986 0.392 -0.875  0.16
F4 -0.020 -1.135 -2.223  0.16
P1 3.967 -1.873 -1.732  -0.04
O1 4.172 -2.937 -0.646  -0.42
O2 3.569 -2.157 -3.198  -0.42
O3 4.452 -0.594 -1.068  -0.41
O4 2.517 -1.696 -1.227  -0.43
C1 1.936 1.203 1.429  -0.81
O5 2.578 0.173 1.312  0.09
N1 0.693 1.276 1.217  0.19
N2 2.440 2.315 1.876  0.15
H1 0.339 2.209 1.063  0.09
H2 0.321 0.412 0.849  0.10
H3 3.389 2.228 2.212  0.11
H4 1.741 2.992 2.146  0.09
C2 -4.775 -0.473 -3.463  -0.81
O6 -3.923 -0.474 -4.293  0.06
N3 -4.576 -0.821 -2.213  0.19
N4 -6.004 -0.103 -3.728  0.14
H5 -3.586 -0.951 -2.058  0.07
H6 -5.365 -0.765 -1.585  0.11
H7 -6.844 -0.018 -3.173  0.10
H8 -6.219 0.044 -4.704  0.10
C3 1.567 -3.299 1.975  -0.11
O7 2.587 -2.359 2.158  -0.18
C4 3.679 -2.626 2.996  -0.24
C5 4.440 -1.342 3.024  -0.20
N5 5.021 -1.109 1.638  -0.03
C6 6.224 -1.958 1.303  -0.17
C7 7.431 -1.391 2.064  -0.22
O8 7.621 -2.202 3.195  -0.21
C8 8.877 -2.129 3.726  -0.18
H9 1.035 -3.578 2.885  0.06
H10 1.892 -4.209 1.470  0.08
H11 0.825 -2.840 1.322  0.07
H12 4.330 -3.400 2.590  0.11
H13 3.383 -2.848 4.022  0.11
H14 5.303 -1.374 3.690  0.08
H15 3.806 -0.544 3.409  0.10
H16 5.474 -0.207 1.695  0.07
H17 6.464 -1.910 0.240  0.09
H18 6.033 -3.006 1.536  0.10
H19 7.274 -0.393 2.475  0.11
H20 8.316 -1.411 1.428  0.11
H21 9.030 -1.252 4.354  0.07
H22 9.694 -2.229 3.011  0.08
H23 8.863 -2.952 4.441  0.08
C9 -4.785 1.978 6.856  -0.10
O9 -4.164 1.251 5.762  -0.18
C10 -2.804 0.949 5.931  -0.26
C11 -2.325 -0.026 4.893  -0.21
N6 -2.713 0.326 3.516  -0.03
C12 -2.132 -0.564 2.526  -0.20
C13 -2.610 -2.066 2.701  -0.18
O10 -4.047 -2.060 2.633  -0.21
C14 -4.505 -2.242 1.296  -0.10
H24 -4.414 2.981 7.070  0.08
H25 -4.888 1.360 7.747  0.08
H26 -5.790 2.225 6.515  0.07
H27 -2.595 0.509 6.906  0.11
H28 -2.218 1.867 5.889  0.12
H29 -2.670 -1.011 5.205  0.11
H30 -1.240 0.007 5.000  0.13
H31 -3.683 0.044 3.486  0.09
H32 -1.048 -0.672 2.483  0.11
H33 -2.392 -0.219 1.525  0.10
H34 -2.223 -2.387 3.668  0.10
H35 -2.096 -2.634 1.925  0.11
H36 -5.588 -2.151 1.221  0.08
H37 -4.141 -3.171 0.856  0.08
H38 -3.933 -1.524 0.708  0.07
C15 1.717 1.509 -2.668  -0.01
O11 1.704 0.248 -3.424  -0.24
C16 1.370 0.498 -4.761  -0.20
C17 1.578 -0.852 -5.548  -0.16
N7 0.847 -1.868 -4.813  -0.08
C18 1.228 -3.132 -5.350  -0.21
C19 0.783 -4.185 -4.335  -0.17
O12 1.258 -3.720 -3.093  -0.22
C20 1.162 -4.553 -2.028  -0.11
H39 2.282 1.380 -1.745  0.10
H40 0.700 1.845 -2.464  0.07
H41 2.240 2.217 -3.310  0.08
H42 2.086 1.100 -5.320  0.12
H43 0.323 0.799 -4.800  0.13
H44 2.636 -1.047 -5.725  0.13
H45 1.071 -0.739 -6.506  0.11
H46 -0.132 -1.817 -5.055  0.15
H47 2.314 -3.193 -5.423  0.12
H48 0.869 -3.366 -6.352  0.12
H49 1.184 -5.150 -4.645  0.13
H50 -0.295 -4.312 -4.435  0.11
H51 1.200 -3.965 -1.111  0.09
H52 2.149 -4.993 -1.886  0.10
H53 0.485 -5.403 -1.937  0.09
C21 -3.319 3.081 -1.005  -0.07
O13 -2.613 4.340 -1.008  -0.22
C22 -1.243 4.208 -1.196  -0.21
C23 -0.553 5.673 -1.180  -0.15
N8 -0.746 6.341 0.130  -0.08
C24 -0.146 7.670 0.233  -0.21
C25 -1.105 8.611 1.000  -0.23
O14 -2.286 8.532 0.282  -0.19
C26 -3.170 9.559 0.642  -0.11
H54 -3.227 2.622 -1.990  0.09
H55 -4.350 3.422 -0.913  0.08
H56 -2.990 2.451 -0.178  0.09
H57 -1.056 3.770 -2.177  0.11
H58 -0.851 3.613 -0.372  0.10
H59 -1.005 6.254 -1.984  0.10
H60 0.519 5.624 -1.373  0.11
H61 -1.707 6.637 0.219  0.08
H62 0.053 7.976 -0.794  0.10
H63 0.823 7.467 0.688  0.11
H64 -0.733 9.636 1.021  0.11
H65 -1.175 8.323 2.048  0.13
H66 -4.165 9.298 0.281  0.09
H67 -2.799 10.514 0.270  0.09
H68 -3.310 9.691 1.715  0.08
C27 -2.916 -4.150 -2.519  -0.24
C28 -2.802 -5.550 -3.159  -0.20
O15 -3.279 -6.545 -2.213  -0.09
O16 -2.123 -4.107 -1.360  -0.07
H69 -3.888 -3.847 -2.129  0.11
H70 -2.547 -3.348 -3.158  0.11
H71 -1.758 -5.829 -3.299  0.10
H72 -3.369 -5.633 -4.086  0.11
H73 -3.164 -6.091 -1.374  0.06
H74 -1.861 -3.188 -1.272  0.05

---

(3)
DFT (wB97M-V/def2-TZVPD) results for C57H70N11O6P3S3Se2Sr as an isolated structure.

Computed properties:
HOMO = -2.92 eV
Net charge = -2

Each line ends with the Löwdin charge.
Atoms and positions in Å:
Sr1 -0.031 0.497 -0.436  1.45
N1 -3.327 -1.531 1.566  0.11
C1 -4.387 -0.689 1.782  -0.26
C2 -5.437 -1.062 2.600  -0.05
C3 -6.503 -0.195 2.861  -0.11
C4 -6.548 1.053 2.302  -0.08
C5 -5.499 1.471 1.456  -0.17
C6 -5.497 2.742 0.842  -0.03
C7 -4.463 3.093 0.031  -0.05
C8 -3.412 2.176 -0.171  -0.18
N2 -3.364 0.988 0.384  0.11
C9 -4.397 0.614 1.190  -0.15
H1 -3.578 -2.510 1.541  0.03
H2 -2.754 -1.261 0.786  0.02
H3 -5.457 -2.065 3.004  0.10
H4 -7.305 -0.530 3.507  0.09
H5 -7.369 1.733 2.499  0.10
H6 -6.327 3.416 1.031  0.11
H7 -4.414 4.062 -0.446  0.10
H8 -2.589 2.455 -0.809  0.07
Se1 5.033 4.734 2.408  0.28
P1 4.639 3.504 0.722  0.56
C10 4.603 4.442 -0.841  -0.38
C11 5.295 5.650 -0.902  -0.14
C12 5.298 6.386 -2.075  -0.10
C13 4.600 5.919 -3.183  -0.09
C14 3.910 4.720 -3.118  -0.06
C15 3.914 3.969 -1.949  -0.05
C16 6.082 2.408 0.506  -0.34
C17 6.310 1.388 1.428  -0.10
C18 7.465 0.631 1.354  -0.09
C19 8.409 0.890 0.368  -0.11
C20 8.192 1.910 -0.543  -0.10
C21 7.032 2.671 -0.474  -0.08
C22 3.237 2.408 0.868  -0.40
C23 1.872 2.490 1.207  -0.42
N3 1.417 1.222 1.234  -0.23
N4 2.424 0.411 0.902  -0.05
N5 3.507 1.089 0.678  0.02
P2 0.670 3.745 1.716  0.61
Se2 -1.216 3.006 2.331  0.43
C24 0.654 5.484 1.151  -0.34
C25 -0.503 6.224 1.353  -0.11
C26 -0.564 7.546 0.936  -0.09
C27 0.527 8.133 0.312  -0.10
C28 1.688 7.396 0.121  -0.07
C29 1.749 6.080 0.547  -0.06
C30 1.477 4.078 3.388  -0.34
C31 1.537 5.339 3.973  -0.10
C32 2.150 5.526 5.204  -0.11
C33 2.712 4.457 5.881  -0.12
C34 2.619 3.186 5.331  -0.10
C35 2.008 3.002 4.103  -0.11
H9 5.803 6.007 -0.013  0.06
H10 5.830 7.329 -2.117  0.09
H11 4.587 6.503 -4.096  0.09
H12 3.326 4.369 -3.958  0.11
H13 3.350 3.049 -1.897  0.09
H14 5.572 1.189 2.192  0.10
H15 7.630 -0.168 2.067  0.10
H16 9.316 0.299 0.315  0.09
H17 8.924 2.117 -1.315  0.09
H18 6.867 3.464 -1.190  0.10
H19 -1.352 5.749 1.830  0.06
H20 -1.473 8.117 1.089  0.09
H21 0.469 9.159 -0.031  0.09
H22 2.547 7.842 -0.364  0.10
H23 2.645 5.509 0.404  0.06
H24 1.117 6.194 3.461  0.10
H25 2.198 6.523 5.629  0.09
H26 3.221 4.607 6.826  0.09
H27 3.036 2.332 5.853  0.10
H28 1.944 2.004 3.688  0.09
C36 0.247 -4.691 -1.610  -0.08
N6 0.431 -3.840 -2.768  -0.17
C37 1.249 -4.386 -3.824  -0.08
C38 0.323 -2.456 -2.605  -0.39
N7 0.644 -1.828 -1.513  0.07
C39 1.683 -2.354 -0.721  -0.26
C40 2.888 -2.698 -1.338  -0.04
C41 3.984 -3.139 -0.619  -0.10
C42 3.893 -3.222 0.762  -0.10
C43 2.717 -2.858 1.391  -0.05
C44 1.589 -2.426 0.683  -0.27
N8 0.467 -1.951 1.357  0.15
C45 0.071 -2.470 2.477  -0.37
N9 0.201 -3.822 2.817  -0.17
C46 0.248 -4.832 1.787  -0.06
C47 0.831 -4.197 4.062  -0.08
N10 -0.542 -1.734 3.441  -0.13
C48 -0.563 -0.287 3.329  -0.09
C49 -1.601 -2.282 4.273  -0.06
N11 -0.178 -1.817 -3.700  -0.13
C50 -0.133 -0.373 -3.780  -0.04
C51 -1.225 -2.430 -4.502  -0.05
H29 1.175 -4.864 -1.052  0.08
H30 -0.149 -5.652 -1.950  0.09
H31 -0.492 -4.224 -0.963  0.03
H32 2.245 -4.661 -3.454  0.08
H33 1.361 -3.649 -4.619  0.09
H34 0.776 -5.284 -4.237  0.08
H35 2.963 -2.566 -2.411  0.11
H36 4.909 -3.380 -1.129  0.09
H37 4.747 -3.536 1.351  0.09
H38 2.675 -2.849 2.474  0.11
H39 -0.390 -4.527 0.961  0.07
H40 -0.145 -5.765 2.204  0.09
H41 1.260 -5.021 1.410  0.08
H42 0.895 -3.335 4.723  0.09
H43 1.845 -4.582 3.885  0.08
H44 0.255 -4.983 4.562  0.08
H45 -0.740 0.145 4.314  0.09
H46 -1.348 0.057 2.652  0.03
H47 0.389 0.062 2.943  0.05
H48 -1.384 -2.102 5.331  0.08
H49 -1.699 -3.352 4.111  0.08
H50 -2.547 -1.801 4.019  0.07
H51 0.740 0.011 -3.257  0.07
H52 -1.020 0.102 -3.353  0.08
H53 -0.064 -0.081 -4.830  0.10
H54 -1.186 -3.509 -4.402  0.07
H55 -1.094 -2.151 -5.550  0.09
H56 -2.212 -2.099 -4.164  0.06
O1 1.449 1.760 -1.532  -0.54
S1 0.362 2.758 -1.716  0.23
O2 -0.883 1.970 -1.874  -0.56
O3 0.233 3.581 -0.462  -0.46
O4 0.614 3.615 -2.852  -0.31
C52 -3.622 -6.765 -1.433  -0.09
C53 -4.299 -6.129 -2.645  -0.46
C54 -3.267 -5.780 -3.719  -0.07
O5 -5.126 -4.985 -2.356  -0.34
P3 -4.902 -3.827 -1.189  -0.16
S2 -5.555 -4.459 0.554  0.16
S3 -3.060 -3.079 -1.316  0.30
O6 -6.034 -2.802 -1.702  -0.34
C55 -6.299 -2.226 -2.987  -0.45
C56 -7.254 -3.135 -3.754  -0.06
C57 -5.056 -1.917 -3.808  -0.09
H57 -3.085 -7.661 -1.753  0.07
H58 -4.356 -7.028 -0.675  0.05
H59 -2.918 -6.060 -0.993  0.05
H60 -5.006 -6.852 -3.067  0.13
H61 -2.626 -4.984 -3.344  0.02
H62 -3.765 -5.439 -4.630  0.08
H63 -2.659 -6.657 -3.957  0.07
H64 -6.811 -1.291 -2.743  0.14
H65 -6.790 -4.110 -3.898  0.07
H66 -7.487 -2.700 -4.728  0.07
H67 -8.177 -3.271 -3.189  0.08
H68 -4.539 -2.844 -4.058  0.06
H69 -4.373 -1.284 -3.244  0.05
H70 -5.344 -1.407 -4.730  0.08

---

(4)
DFT (wB97M-V/def2-TZVPD) results for a single C8H11BrFN molecule.

Computed properties:
HOMO = -8.41 eV
Structure (SMILES) = C=C/C=C\N=C(\Br)C(C)(C)F

Each line ends with the natural charge from an NBO analysis.
Atoms and positions in Å:
C1 1.864 1.749 0.029  -0.31
C2 0.614 2.337 -0.456  -0.20
C3 2.229 0.462 -0.146  0.01
C4 -0.584 1.755 -0.737  -0.40
C5 0.350 -0.774 -0.989  0.35
C6 -2.009 -1.278 0.045  -0.63
C7 -0.086 -1.108 1.541  -0.68
C8 -0.481 -1.456 0.113  0.22
N1 1.548 -0.369 -0.969  -0.44
F1 -0.400 -2.820 -0.056  -0.35
Br1 -0.277 -1.152 -2.899  -0.02
H1 2.555 2.476 0.468  0.23
H2 0.554 3.397 -0.864  0.21
H3 3.191 0.190 0.108  0.21
H4 -0.848 0.944 -0.117  0.17
H5 -1.393 2.386 -1.191  0.22
H6 -2.162 -0.200 0.205  0.21
H7 -2.569 -1.956 0.775  0.24
H8 -2.349 -1.587 -0.981  0.24
H9 -0.124 -0.012 1.867  0.24
H10 -0.568 -1.662 2.416  0.25
H11 0.944 -1.322 1.837  0.23